1.
An isolated molecule of CH3NO3. Source: the Open Molecules 2025 dataset; level of theory: the ωB97M-V functional and the def2-TZVPD basis.

Last column: Löwdin charge in e.
CARTESIAN COORDINATES (ANGSTROEM)
O 1.4210 1.1229 -0.2810  0.111
N 1.1311 0.0054 -0.0663  -0.429
O 1.7722 -0.9065 0.2967  0.105
C -0.3852 -0.3831 -0.1312  -0.100
O -1.0890 0.4889 0.7586  -0.038
H -0.8718 -0.2637 -1.1533  0.148
H -0.5149 -1.4017 0.0727  0.103
H -1.4635 1.3378 0.5038  0.099

Computed properties:
Kohn-Sham gap in Ha: 0.4166
HOMO level in eV: -10.9
Lowest unoccupied orbital energy in eV: 0.5
Energy relative to the best compared isomer or geometry (same formula, charge and spin) in kcal/mol: 59.44

2.
An isolated molecule of CH3NO3. Source: the Open Molecules 2025 dataset; level of theory: the ωB97M-V functional and the def2-TZVPD basis.

Last column: Löwdin charge in e.
CARTESIAN COORDINATES (ANGSTROEM)
C 0.7904 -0.4575 0.2217  0.044
N -0.2653 0.1946 0.4983  -0.307
O -0.5549 0.9277 -0.9917  -0.113
O -0.8445 0.6340 1.4450  0.106
O -1.8074 1.4343 -1.3086  0.013
H 1.0826 -0.3239 -0.7902  0.071
H 1.3032 -1.1130 0.8420  0.060
H -1.5895 2.3977 -1.1966  0.127

Computed properties:
Multiplicity: 3
Kohn-Sham gap (spin up / spin down) in Ha: 0.2833 / 0.2521
HOMO level (spin up / spin down) in eV: -6.9 / -9.4
Lowest unoccupied orbital energy (spin up / spin down) in eV: 0.8 / -2.6
Energy relative to the best compared isomer or geometry (same formula, charge and spin) in kcal/mol: 93.55

3.
A cluster of 2 separate species, CH3NO3P in total. Source: the Open Molecules 2025 dataset; level of theory: the ωB97M-V functional and the def2-TZVPD basis.

Last column: Löwdin charge in e.
CARTESIAN COORDINATES (ANGSTROEM)
C -1.5854 -0.9605 -1.6771  -0.218
N 1.4824 -0.4108 1.3086  -0.260
O 1.4722 2.2261 2.1931  -0.471
O -2.0745 -1.0680 -2.7721  0.060
O 0.1938 1.5194 0.0784  -0.440
P 1.1270 1.1254 1.1802  0.299
H -0.8525 -1.6659 -1.4414  0.066
H 1.8231 -0.6669 2.2144  -0.086
H -1.5860 -0.0989 -1.0843  0.050

Computed properties:
Multiplicity: 3
Kohn-Sham gap (spin up / spin down) in Ha: 0.2661 / 0.2163
HOMO level (spin up / spin down) in eV: -3.5 / -4.9
Lowest unoccupied orbital energy (spin up / spin down) in eV: 3.8 / 1.0
Net charge: -1
Energy relative to the best compared isomer or geometry (same formula, charge and spin) in kcal/mol: 24.62

4.
A structure of composition CH3NO3S. Source: the Open Molecules 2025 dataset; level of theory: the ωB97M-V functional and the def2-TZVPD basis.

Last column: Löwdin charge in e.
CARTESIAN COORDINATES (ANGSTROEM)
C 0.4182 1.3976 -0.5753  -0.459
N 0.0543 0.1298 -0.8298  -0.163
O 0.6898 1.7939 0.5412  -0.027
O -1.0170 -1.7725 0.0576  -0.189
O 1.2510 -1.3622 0.9708  -0.272
S 0.0827 -0.7267 0.4944  0.787
H 0.4047 2.0509 -1.4600  0.126
H -1.3007 -1.3570 -0.7681  0.073
H -0.5831 -0.1538 1.5691  0.123

Computed properties:
Kohn-Sham gap in Ha: 0.4009
HOMO level in eV: -10.5
Lowest unoccupied orbital energy in eV: 0.4
Energy relative to the best compared isomer or geometry (same formula, charge and spin) in kcal/mol: 46.14

5.
A cluster of 2 separate species, CH3NO3S in total. Source: the Open Molecules 2025 dataset; level of theory: the ωB97M-V functional and the def2-TZVPD basis.

Last column: Löwdin charge in e.
CARTESIAN COORDINATES (ANGSTROEM)
O 0.2227 1.2673 -0.4653  -0.075
C 1.3537 1.1345 -0.8920  -0.604
S 2.1934 -0.4479 -0.6883  0.731
H 2.0787 1.8565 -1.2285  0.064
H 1.2443 -1.3891 -0.2151  -0.095
O -1.7977 -2.0984 1.3478  0.016
N -1.3252 -1.0617 0.9332  -0.082
O -2.2621 -0.0157 0.7081  -0.015
H -1.7078 0.7545 0.5002  0.060

Computed properties:
Kohn-Sham gap in Ha: 0.3838
HOMO level in eV: -10.4
Lowest unoccupied orbital energy in eV: 0.0
Energy relative to the best compared isomer or geometry (same formula, charge and spin) in kcal/mol: 77.05

6.
An isolated molecule of CH3NO3S2. Source: the Open Molecules 2025 dataset; level of theory: the ωB97M-V functional and the def2-TZVPD basis.

Last column: Löwdin charge in e.
CARTESIAN COORDINATES (ANGSTROEM)
C 0.9882 -1.4319 0.8253  -0.159
N -0.4969 2.3935 -1.7768  -0.215
O -2.1918 2.2345 0.3643  -0.290
O -0.5478 -0.9158 -1.5344  -0.505
O -0.1659 0.7166 0.3096  -0.605
S -1.1961 1.9579 -0.6058  0.797
S 0.5333 -0.3131 -0.7205  0.824
H 2.0414 -1.6874 0.7715  0.028
H 0.7166 -0.5983 1.5451  0.046
H 0.3191 -2.3562 0.8217  0.078

Computed properties:
Kohn-Sham gap in Ha: 0.2858
HOMO level in eV: -9.6
Lowest unoccupied orbital energy in eV: -1.9
Energy relative to the best compared isomer or geometry (same formula, charge and spin) in kcal/mol: 65.09

7.
A cluster of 2 separate species, CH3NO4 in total. Source: the Open Molecules 2025 dataset; level of theory: the ωB97M-V functional and the def2-TZVPD basis.

Last column: Löwdin charge in e.
CARTESIAN COORDINATES (ANGSTROEM)
O -0.0836 -1.2161 -0.1573  0.044
C -0.3672 -1.1041 0.9852  -0.411
O -0.1737 -0.1072 1.8165  0.119
H -0.5795 -2.0428 1.6153  0.159
H 0.2842 0.6119 1.4748  0.056
O 0.5917 2.2024 -0.5869  0.046
N 0.1811 1.0953 -0.8008  -0.116
O 0.2952 0.6830 -2.1156  0.045
H -0.1483 -0.1223 -2.2312  0.057

Computed properties:
Kohn-Sham gap in Ha: 0.3768
HOMO level in eV: -10.1
Lowest unoccupied orbital energy in eV: 0.1
Energy relative to the best compared isomer or geometry (same formula, charge and spin) in kcal/mol: 26.27

8.
An isolated molecule of CH3NOS. Source: the Open Molecules 2025 dataset; level of theory: the ωB97M-V functional and the def2-TZVPD basis.

Last column: Löwdin charge in e.
CARTESIAN COORDINATES (ANGSTROEM)
O -2.0800 -0.1846 0.0934  -0.076
C -0.9472 0.4696 -0.0829  -0.378
N 0.1316 -0.1945 -0.5285  -0.428
S 1.7861 0.0845 -0.0592  0.685
H -0.8185 1.6501 -0.1927  0.160
H 0.0315 -1.2940 -0.4566  0.141
H 1.8964 -0.5309 1.2265  -0.103

Computed properties:
Kohn-Sham gap in Ha: 0.3824
HOMO level in eV: -10.1
Lowest unoccupied orbital energy in eV: 0.3
Energy relative to the best compared isomer or geometry (same formula, charge and spin) in kcal/mol: 43.84